This record from the Open Molecules 2025 dataset describes C18H18F3NO8S in the gas phase at a distorted geometry. The level of theory is ωB97M-V/def2-TZVPD.

ORCA input file:
```
! wB97M-V def2-TZVPD RIJCOSX def2/J DEFGRID3
* xyz 0 1
O 4.87185 3.87379 3.76450
O 1.93521 2.43481 -1.13344
O 3.40675 0.63058 -0.35386
F -5.22204 -3.49626 -5.55750
F -5.32264 -1.57479 -6.55044
F -7.03148 -2.79843 -6.51505
O -2.85697 -1.88196 -0.17176
O 5.10143 2.14227 0.73860
O -6.44254 -1.93053 -4.48295
O 3.84494 0.92365 5.14417
O 2.46305 -0.17156 3.03049
C 5.16583 3.54030 2.58809
C -4.98105 -2.32726 -1.18383
C -3.32427 -1.24591 -2.54196
C -5.79696 -2.37997 -2.25858
C -4.21962 -1.40495 -3.61100
C -0.57532 -1.83715 0.14151
C -1.79504 0.29346 -0.29128
C 0.63907 -1.12578 0.21422
C -0.57254 0.98045 -0.24121
C -3.68153 -1.80010 -1.30561
C -5.47214 -1.84015 -3.49186
C -1.77159 -1.10363 -0.13239
C 0.65210 0.30818 -0.01748
N 4.46424 2.68867 1.83075
C -5.97351 -2.39503 -5.79934
C 4.52972 0.29330 3.96154
C 3.31263 1.90909 2.37969
C 2.16529 2.16666 1.41373
C 3.64530 0.40116 2.67293
S 2.14325 1.34204 -0.18008
H 4.81507 1.27149 0.41100
H 3.74155 1.87714 5.08711
H 2.23364 0.10638 3.91807
H 6.17940 3.89033 2.16913
H -5.23679 -2.74102 -0.17345
H -2.43524 -0.84169 -2.82705
H -6.68736 -2.87434 -1.96826
H -3.82823 -0.93249 -4.52434
H -0.69167 -2.93508 0.38290
H -2.81479 0.71297 -0.45770
H 1.61611 -1.52829 0.43335
H -0.64257 2.05307 -0.59115
H 4.76067 -0.73575 4.34676
H 5.52498 0.80113 3.75021
H 2.78677 2.35502 3.19661
H 2.06048 3.15768 1.11278
H 1.23527 1.90568 1.88555
H 4.08128 -0.15720 1.78787
*
```

Highest occupied orbital energy in eV: -9.11
Orbital gap in eV: 9.136
Calculated total energy in eV: -55810.7879

***

This record from the Open Molecules 2025 dataset describes a 6-piece molecular cluster, C18H18F6O18 overall at a distorted geometry. The level of theory is ωB97M-V/def2-TZVPD.

ORCA input file:
```
! wB97M-V def2-TZVPD RIJCOSX def2/J DEFGRID3
* xyz 0 1
C -1.27189 5.56742 5.05649
C -1.64910 6.31265 3.86058
O -0.35605 6.77232 3.36698
C 0.67036 6.30561 4.18139
O 1.88569 6.30137 3.95377
O 0.09053 5.75081 5.33091
F -2.52304 7.26685 4.14543
H -1.48980 4.50849 4.91764
H -1.92672 5.80823 5.89394
H -2.07584 5.62448 3.13090
C 2.70991 0.66360 7.75463
C 2.85842 0.79487 6.23006
O 3.28164 -0.46375 5.81834
C 3.56682 -1.29436 6.91834
O 4.29432 -2.35151 6.95280
O 3.21730 -0.65831 7.97574
F 3.69820 1.78647 6.05473
H 1.66618 0.56259 8.05215
H 3.14759 1.45834 8.35870
H 1.97993 1.25803 5.78079
C -9.67332 -4.01932 -4.69805
C -9.76854 -3.42907 -3.25428
O -8.42499 -3.50993 -2.84925
C -7.66961 -4.32262 -3.62613
O -6.47838 -4.61977 -3.45940
O -8.40087 -4.67952 -4.64946
F -10.55269 -4.19517 -2.42148
H -9.55367 -3.25369 -5.46459
H -10.54854 -4.62075 -4.94377
H -10.18207 -2.42144 -3.21209
C 3.36017 5.26967 -2.11434
C 4.29119 5.47815 -3.22582
O 3.51240 4.71023 -4.24089
C 2.91320 3.66841 -3.64772
O 2.52879 2.64886 -4.19790
O 2.87590 3.91894 -2.34996
F 5.52800 5.02169 -2.96215
H 2.52595 5.92929 -1.87541
H 3.94151 5.28795 -1.19249
H 4.42264 6.50183 -3.57640
C -1.75760 -0.80106 -1.59978
C -1.42403 -1.90478 -0.56920
O -0.89266 -1.13278 0.47974
C -0.97767 0.15804 0.28744
O -0.51503 1.01298 1.02530
O -1.62975 0.40199 -0.85852
F -0.47075 -2.70752 -0.95952
H -2.75266 -1.05686 -1.96383
H -0.92346 -0.79295 -2.30139
H -2.21213 -2.55275 -0.18563
C 4.14894 -6.74656 -3.35519
C 4.23864 -5.27594 -3.81670
O 5.03662 -5.43125 -5.00204
C 5.83597 -6.51436 -4.81884
O 6.80699 -6.71403 -5.55215
O 5.43694 -7.24715 -3.82126
F 4.82622 -4.73040 -2.68090
H 3.50738 -7.48869 -3.83032
H 4.09328 -6.83725 -2.27039
H 3.20327 -4.97664 -3.97953
*
```

Highest occupied orbital energy in eV: -10.87
Energy above the lowest of the compared OMol25 structures with the same formula, charge and spin in eV: 4.472
Orbital gap in eV: 11.052
Calculated total energy in eV: -72114.7364

***

This record from the Open Molecules 2025 dataset describes C18H18FN5O3S in the gas phase. The level of theory is ωB97M-V/def2-TZVPD.

ORCA input file:
```
! wB97M-V def2-TZVPD RIJCOSX def2/J DEFGRID3
* xyz 0 1
C -2.04669 2.39701 -2.29990
H -1.76435 3.05712 -1.48447
H -2.63409 2.95901 -3.02098
H -2.65318 1.58486 -1.90688
C -0.79390 1.83741 -2.97841
C 0.02382 1.06875 -1.99718
N -0.18629 -0.23563 -1.90960
C 0.58575 -0.92632 -1.07480
N 0.36428 -2.25755 -0.91695
C 1.11386 -3.03902 -0.05339
O 0.88549 -4.21535 0.09198
N 2.13918 -2.41236 0.63348
C 2.46090 -1.06818 0.55539
O 3.35688 -0.57166 1.21072
C 1.61555 -0.31394 -0.34389
C 1.66944 1.08290 -0.43074
N 0.88133 1.75408 -1.25198
S 2.71656 2.00178 0.62784
C 1.65680 3.49402 0.73955
C 0.20622 3.08674 0.97691
O -0.71785 3.66942 0.46700
N 0.08264 2.00588 1.81028
C -0.87845 0.99635 1.70294
C -2.12567 1.21196 1.12531
C -2.98445 0.14791 0.92323
C -2.59562 -1.11931 1.31548
C -1.37725 -1.35091 1.92912
C -0.52042 -0.28548 2.12189
H 0.44176 -0.44628 2.58815
H -1.10888 -2.35014 2.23492
F -3.42248 -2.16323 1.08981
H -3.94880 0.29361 0.46351
H -2.40535 2.20558 0.81959
H 0.94874 1.69318 2.23837
H 1.71411 4.07369 -0.17934
H 2.05051 4.07687 1.57193
C 2.91429 -3.26042 1.52347
H 2.26931 -3.67118 2.29981
H 3.69636 -2.64671 1.96422
H 3.34790 -4.08512 0.95946
C -0.72608 -2.90807 -1.61878
H -1.57592 -3.04247 -0.94884
H -1.01217 -2.27580 -2.45399
H -0.39223 -3.88633 -1.95985
H -1.07846 1.17128 -3.79299
H -0.19309 2.66207 -3.36141
*
```

Highest occupied orbital energy in eV: -8.64
Energy above the lowest of the compared OMol25 structures with the same formula, charge and spin in eV: 0.060
Orbital gap in eV: 8.563
Calculated total energy in eV: -46106.7429

***

This record from the Open Molecules 2025 dataset describes C18H18MoN4O9P2S as an isolated structure at a distorted geometry. The level of theory is ωB97M-V/def2-TZVPD.

ORCA input file:
```
! wB97M-V def2-TZVPD RIJCOSX def2/J DEFGRID3
* xyz 0 1
Mo -0.08744 0.17799 -0.31995
O -0.63121 1.21431 -1.65780
C -1.20940 2.37836 -1.95346
C -1.55025 2.70944 -3.25975
C -2.17260 3.91332 -3.52243
C -2.44781 4.80537 -2.48641
C -2.08290 4.49422 -1.19659
C -1.46127 3.27455 -0.89190
C -1.05398 2.97726 0.44665
N -0.49827 1.86276 0.82458
N -0.08099 1.81353 2.12395
C 0.42666 0.65132 2.38545
O 0.39733 -0.27104 1.43755
C 1.09422 0.37665 3.65544
C 1.40096 -0.93114 4.03090
C 2.11800 -1.16936 5.19067
C 2.54654 -0.10823 5.97466
C 2.23082 1.19534 5.61202
C 1.50297 1.43953 4.46310
H -1.30993 2.01133 -4.05166
H -2.44729 4.16257 -4.53847
H -2.93837 5.74438 -2.70383
H -2.27560 5.19104 -0.38939
H -1.18019 3.73401 1.21328
H 1.06025 -1.76497 3.43043
H 2.34799 -2.18589 5.48056
H 3.12904 -0.29487 6.86738
H 2.57223 2.02321 6.21933
H 1.24571 2.44527 4.16107
O 3.68567 0.59889 -2.37739
P 2.34988 -0.02440 -1.79797
O 1.32999 -0.29797 -2.84084
O 1.90613 0.88762 -0.65241
O 2.87534 -1.40091 -1.13053
P 1.79399 -2.46973 -0.53518
O 2.17794 -2.50682 1.00355
O 1.85662 -3.77248 -1.18578
O 0.43634 -1.72775 -0.62726
H 4.02949 0.09785 -3.12975
H 1.89473 -1.69443 1.45013
C -2.26775 -4.07505 -0.44839
N -1.98071 -3.29942 -1.63861
C -1.48956 -3.81760 -2.82233
C -1.16424 -2.77485 -3.60815
N -1.48769 -1.63389 -2.91048
C -1.93746 -1.95942 -1.68749
S -2.39426 -0.87397 -0.42633
H -2.87795 -4.93669 -0.71158
H -2.80183 -3.44524 0.25563
H -1.33329 -4.41310 -0.00006
H -1.39311 -4.87479 -2.98930
H -0.73282 -2.73362 -4.59088
H -1.12066 -0.72248 -3.14401
*
```

Highest occupied orbital energy (alpha / beta) in eV: -7.72 / -7.84
Orbital gap (alpha / beta) in eV: 7.001 / 6.633
Calculated total energy in eV: -74624.5311

***

This record from the Open Molecules 2025 dataset describes C18H18N2O2 in the gas phase. The level of theory is ωB97M-V/def2-TZVPD.

ORCA input file:
```
! wB97M-V def2-TZVPD RIJCOSX def2/J DEFGRID3
* xyz 0 1
C 5.40219 2.75915 0.07908
H 4.91431 3.08928 -0.84353
O 5.52600 1.35780 0.12535
C 4.40016 0.59990 0.11182
C 3.10218 1.09886 0.05239
C 2.02342 0.23177 0.05544
C 2.21485 -1.14358 0.11114
C 3.51926 -1.63808 0.14171
C 4.59616 -0.78375 0.15236
H 5.60758 -1.15613 0.18602
H 3.66288 -2.70754 0.15937
C 1.09703 -2.12497 0.08397
O 1.20503 -3.23376 -0.40509
N -0.05085 -1.70974 0.68194
H -0.12351 -0.76053 1.00867
C -1.26602 -2.48078 0.59014
H -0.99192 -3.53804 0.60986
H -1.89833 -2.24372 1.44802
C -2.01244 -2.18081 -0.72566
N -2.25540 -0.77364 -0.86669
C -1.42687 0.10321 -1.51284
C -1.85159 1.38355 -1.32988
C -3.01194 1.31901 -0.50941
C -3.88291 2.27411 0.01453
C -4.93250 1.84979 0.79662
C -5.13471 0.49332 1.06725
C -4.29205 -0.47318 0.56261
C -3.22912 -0.05360 -0.22916
H -4.45815 -1.51930 0.77478
H -5.97040 0.19949 1.68523
H -5.61887 2.57300 1.21222
H -3.73182 3.32290 -0.19462
H -1.40394 2.27036 -1.73299
H -0.58830 -0.26435 -2.07505
H -2.96013 -2.72498 -0.74467
H -1.39453 -2.51487 -1.56257
H 1.02993 0.65199 -0.02300
H 2.91709 2.16014 -0.00225
H 4.84834 3.14260 0.94195
H 6.41990 3.14513 0.10495
*
```

Highest occupied orbital energy in eV: -8.02
Energy above the lowest of the compared OMol25 structures with the same formula, charge and spin in eV: 1.097
Orbital gap in eV: 8.734
Calculated total energy in eV: -26033.9469